1.
{
  "formula": "C33H66O33",
  "method": "ωB97M-V with the def2-TZVPD basis set",
  "spin_multiplicity": 1,
  "smiles": "COC(=O)OC.COC(=O)OC.COC(=O)OC.COC(=O)OC.COC(=O)OC.COC(=O)OC.COC(=O)OC.COC(=O)OC.COC(=O)OC.COC(=O)OC.COC(=O)OC",
  "homo_lumo_gap_ev": 10.844,
  "homo_energy_ev": -10.41,
  "e_tot_ha": -3779.7965,
  "e_above_lowest_kj_mol": 546.91,
  "species": ["H", "O", "O", "H", "C", "H", "C", "C", "O", "H", "C", "C", "O", "H", "O", "H", "C", "C", "C", "H", "H", "C", "H", "H", "H", "O", "C", "O", "H", "H", "C", "C", "O", "H", "O", "H", "H", "H", "O", "C", "C", "C", "H", "O", "H", "H", "C", "O", "H", "C", "C", "H", "C", "H", "H", "H", "O", "C", "H", "H", "C", "H", "H", "H", "H", "H", "H", "C", "O", "C", "O", "H", "O", "H", "O", "H", "H", "H", "H", "H", "H", "H", "O", "H", "O", "H", "C", "H", "O", "H", "H", "O", "O", "O", "O", "H", "C", "O", "O", "O", "H", "O", "O", "H", "H", "O", "H", "H", "H", "H", "C", "H", "C", "C", "H", "H", "C", "H", "H", "O", "H", "H", "C", "H", "O", "C", "O", "H", "H", "C", "C", "H"],
  "positions_angstrom": [[13.233, -18.082, -5.497], [19.871, -19.295, 0.345], [22.301, -15.872, 8.210], [11.361, -20.618, -1.162], [19.787, -15.960, 9.968], [19.811, -22.587, 6.899], [16.800, -17.529, 3.171], [17.137, -20.070, 9.029], [17.960, -14.905, 7.189], [15.339, -16.364, 1.417], [13.851, -18.973, -5.604], [13.780, -17.283, 4.602], [22.432, -16.342, 6.065], [14.244, -16.694, 3.810], [13.318, -20.270, -1.886], [21.419, -19.454, 12.486], [18.330, -14.817, 8.508], [23.032, -21.650, 3.214], [11.491, -17.706, 3.649], [21.499, -19.014, 1.664], [23.678, -22.473, 3.518], [19.229, -19.633, 10.122], [17.259, -13.296, 6.401], [17.975, -18.652, 5.778], [19.382, -18.419, 4.564], [17.851, -19.358, 10.066], [14.215, -20.280, -0.917], [20.637, -21.445, 0.801], [14.299, -18.893, -6.594], [15.261, -14.190, 3.107], [16.092, -13.801, 2.519], [10.196, -15.865, -1.552], [10.288, -17.410, 3.481], [18.715, -22.647, 5.523], [19.332, -15.646, 8.687], [19.865, -22.770, -1.371], [9.670, -15.878, -4.062], [17.815, -17.187, -3.173], [10.516, -15.085, -0.548], [16.967, -16.917, -2.543], [11.048, -15.666, 0.653], [20.074, -21.903, -1.997], [12.043, -20.186, 1.678], [19.640, -19.240, 11.257], [17.272, -17.106, -1.514], [17.074, -14.149, 2.841], [15.250, -17.617, -4.096], [15.254, -16.593, -4.744], [16.723, -15.858, -2.629], [22.638, -14.492, 8.055], [20.505, -18.625, 1.444], [15.312, -17.690, 0.349], [20.226, -20.562, -0.009], [13.231, -19.837, -5.363], [21.687, -19.470, 10.778], [21.408, -17.993, 11.618], [17.774, -14.217, 9.433], [18.367, -18.176, 4.880], [16.591, -21.724, -0.136], [21.133, -21.938, -2.253], [21.205, -22.149, 4.672], [21.748, -13.912, 7.812], [13.923, -18.337, 4.364], [22.835, -19.395, 6.737], [18.930, -16.273, 10.564], [22.964, -14.095, 9.016], [14.267, -17.618, 1.728], [16.816, -14.251, 6.686], [16.614, -16.433, 3.542], [11.427, -19.327, 1.946], [12.394, -17.073, 4.524], [11.856, -18.898, -1.269], [19.908, -20.002, 9.225], [8.613, -16.956, -3.365], [14.746, -18.870, -4.463], [14.419, -14.829, -2.637], [18.700, -21.191, 6.542], [13.649, -15.724, -1.401], [10.307, -16.356, 1.056], [20.377, -16.877, 9.963], [22.467, -21.867, 2.307], [16.314, -12.762, 2.764], [13.781, -13.608, 0.885], [19.973, -18.804, 2.379], [15.933, -14.148, 1.185], [18.381, -17.114, 5.127], [19.327, -21.982, 6.132], [17.464, -19.637, 8.083], [15.400, -20.725, -1.406], [10.381, -19.490, 2.203], [13.930, -17.145, 5.672], [9.156, -15.389, -2.131], [20.271, -21.361, 5.292], [17.584, -18.417, 3.736], [21.221, -23.347, 4.507], [16.402, -14.839, 5.866], [21.859, -18.913, 6.798], [16.220, -18.146, 2.145], [19.830, -20.698, -1.217], [12.094, -18.665, 2.978], [16.034, -14.041, 7.415], [22.085, -21.334, 4.210], [14.044, -19.953, 0.234], [11.528, -18.614, 1.127], [8.052, -15.250, -3.829], [10.872, -16.830, -1.829], [16.823, -19.958, 0.088], [21.400, -19.820, 7.190], [20.532, -17.565, 1.191], [23.496, -14.367, 7.395], [16.657, -20.757, -0.635], [11.907, -16.331, 0.565], [22.222, -16.704, 7.194], [8.817, -15.886, -3.384], [20.332, -15.192, 10.517], [21.336, -18.659, 5.876], [14.089, -14.748, -1.601], [13.351, -13.947, -1.566], [17.302, -21.138, 8.885], [21.940, -17.887, 7.686], [17.467, -20.721, -1.363], [11.671, -19.732, -2.702], [15.297, -17.454, 1.413], [16.085, -19.863, 9.227], [15.122, -14.529, -0.703], [14.896, -14.041, 0.477], [15.871, -17.818, -2.924], [23.673, -20.798, 2.992], [11.348, -14.954, 1.422], [21.060, -19.024, 11.551], [11.999, -19.899, -1.676], [19.606, -21.880, -2.981]]
}


2.
{
  "formula": "C2H5BrS",
  "method": "ωB97M-V with the def2-TZVPD basis set",
  "spin_multiplicity": 1,
  "homo_lumo_gap_ev": 9.522,
  "homo_energy_ev": -9.21,
  "e_tot_ha": -3051.3008,
  "e_above_lowest_kj_mol": 220.56,
  "species": ["H", "S", "C", "H", "H", "H", "Br", "C", "H"],
  "positions_angstrom": [[-1.913, -1.069, 0.127], [-1.388, 1.516, 0.513], [0.492, -0.401, -0.145], [0.819, -1.504, -0.424], [0.285, 0.163, -1.117], [-1.614, 1.904, 1.851], [-0.288, -0.521, 2.583], [-0.689, -0.204, 0.742], [1.473, 0.030, 0.373]]
}


3.
{
  "formula": "C21H25ClHfN3O6Te",
  "method": "ωB97M-V with the def2-TZVPD basis set",
  "spin_multiplicity": 1,
  "homo_lumo_gap_ev": 6.064,
  "homo_energy_ev": -3.53,
  "e_tot_ha": -2207.0748,
  "charge": -1,
  "species": ["O", "H", "H", "H", "C", "C", "H", "Te", "H", "C", "C", "O", "C", "C", "N", "C", "H", "N", "O", "H", "H", "Hf", "O", "C", "C", "O", "C", "C", "H", "H", "H", "H", "H", "N", "C", "C", "C", "O", "H", "C", "C", "Cl", "H", "C", "C", "H", "H", "H", "H", "C", "H", "H", "H", "H", "C", "H", "C", "H"],
  "positions_angstrom": [[-1.162, 4.456, -1.403], [3.865, -0.914, 0.737], [0.809, 1.999, -3.040], [-1.157, -1.257, -2.701], [-2.781, 0.060, 0.852], [3.269, -0.994, 3.120], [-1.450, 2.507, -2.472], [3.286, 1.691, 0.000], [1.484, -1.643, -3.948], [-3.832, -0.230, 2.932], [-0.652, -0.585, -3.333], [-1.681, 3.451, 0.778], [1.694, -1.315, -2.925], [-1.584, 0.600, -3.647], [0.717, -0.139, -2.696], [1.229, 0.235, 2.532], [1.657, -3.419, -2.340], [-1.823, 0.882, -1.232], [-0.768, -1.084, 0.316], [-3.752, 1.122, -0.786], [0.223, -2.547, -1.781], [0.436, 0.551, -0.322], [0.260, 4.787, 0.506], [1.330, 1.077, -3.364], [-1.728, -0.841, 1.187], [0.409, 0.889, 1.671], [0.781, 0.112, 3.864], [2.972, -0.336, 0.758], [-1.076, 1.153, -4.433], [1.186, -0.830, 5.826], [-3.002, 1.896, -2.664], [-2.741, -1.392, 4.307], [1.300, 1.050, -4.463], [1.894, -0.852, -0.134], [2.453, -0.324, 2.182], [-2.002, 1.564, -2.493], [-1.782, -1.438, 2.422], [0.170, 2.688, -0.584], [-0.072, 0.663, 4.158], [-2.807, 0.687, -0.426], [1.510, -0.685, 4.762], [-0.621, 3.886, -0.165], [4.292, -1.186, 2.873], [1.923, -2.309, -0.424], [-3.802, 0.344, 1.714], [-4.569, 1.040, 1.455], [-4.608, -0.047, 3.686], [1.489, -2.998, 0.321], [-0.440, -1.134, -4.239], [-2.850, -1.145, 3.271], [2.895, -2.618, -0.621], [3.400, -1.627, 5.220], [2.386, 1.115, -3.073], [2.773, -1.092, -2.894], [2.766, -1.190, 4.436], [-0.957, -2.066, 2.693], [1.349, -2.413, -1.911], [-2.508, 0.145, -4.063]]
}


4.
{
  "formula": "C10H18B2F8NO5",
  "method": "ωB97M-V with the def2-TZVPD basis set",
  "spin_multiplicity": 1,
  "homo_lumo_gap_ev": 6.116,
  "homo_energy_ev": -3.45,
  "e_tot_ha": -1671.5235,
  "charge": -1,
  "species": ["F", "F", "H", "H", "H", "B", "F", "O", "C", "C", "H", "H", "O", "C", "F", "F", "H", "O", "H", "H", "H", "C", "H", "C", "F", "H", "F", "H", "H", "C", "C", "B", "N", "C", "H", "H", "H", "C", "H", "C", "O", "F", "O", "H"],
  "positions_angstrom": [[-2.098, -2.560, 3.449], [0.690, 0.591, 3.245], [-0.777, 3.160, -0.138], [1.664, 3.438, -3.201], [0.291, 1.934, -0.123], [-1.259, 1.692, -1.399], [-0.933, -0.726, 4.622], [0.385, -1.099, -1.944], [-1.252, -1.420, 1.589], [-1.616, -2.476, -0.490], [-2.322, -1.328, 1.473], [-1.547, 0.972, -3.465], [-0.669, -2.048, 0.475], [-0.913, 0.720, -2.606], [1.918, -0.566, 4.518], [0.368, -2.416, 4.785], [1.834, 0.514, -1.354], [0.409, 1.009, -3.019], [2.340, 5.062, -2.892], [3.899, 4.007, -1.552], [-1.198, -3.330, -1.007], [-0.108, -1.512, 3.942], [1.748, -2.261, 2.089], [-0.918, -2.239, 2.854], [-0.362, -3.378, 2.561], [-0.839, -0.413, 1.619], [3.217, -1.063, 2.548], [-2.581, -0.636, -0.893], [1.586, 4.116, -1.571], [1.918, -1.207, 2.279], [2.188, 4.056, -2.477], [1.302, 0.014, -2.352], [-0.260, 2.524, -0.747], [-0.910, -0.808, -2.326], [-2.762, -1.827, -2.137], [-2.648, 1.363, -0.057], [2.187, -0.400, -3.093], [-2.035, -1.387, -1.462], [-2.523, -2.846, -0.006], [1.096, -0.638, 3.468], [3.452, 3.453, -2.198], [1.662, -0.486, 1.228], [-2.603, 1.762, -0.935], [-1.020, -1.319, -3.301]]
}


5.
{
  "formula": "C4H12ClO2PbS2",
  "method": "ωB97M-V with the def2-TZVPD basis set",
  "spin_multiplicity": 1,
  "homo_lumo_gap_ev": 4.594,
  "homo_energy_ev": -10.67,
  "e_tot_ha": -1759.2047,
  "charge": 1,
  "species": ["C", "H", "H", "H", "H", "H", "C", "H", "Pb", "S", "C", "H", "S", "C", "Cl", "H", "H", "H", "H", "H", "O", "O"],
  "positions_angstrom": [[-1.809, -2.255, 1.088], [1.508, 1.267, -0.789], [1.351, 1.419, -3.874], [-2.165, -3.280, 1.008], [-0.503, 1.666, -4.083], [-1.625, 0.076, 2.547], [0.365, 1.562, -3.438], [0.135, 0.595, -2.970], [2.382, -3.460, 1.534], [0.551, 2.954, -2.261], [0.824, 2.106, -0.671], [0.112, -0.152, 1.909], [-1.000, -2.144, 2.711], [-0.638, -0.361, 2.669], [1.536, -1.562, -0.173], [-0.175, 1.737, -0.411], [1.104, 2.768, 0.144], [-2.729, -1.664, 1.112], [-0.183, -0.195, 3.644], [-1.242, -1.821, 0.269], [0.363, -2.842, 2.689], [1.838, 3.586, -2.655]]
}


6.
{
  "formula": "C20H45IN5O5S",
  "method": "ωB97M-V with the def2-TZVPD basis set",
  "spin_multiplicity": 1,
  "homo_lumo_gap_ev": 6.241,
  "homo_energy_ev": -10.98,
  "e_tot_ha": -2134.6143,
  "charge": 1,
  "species": ["O", "C", "H", "H", "I", "H", "H", "N", "C", "H", "H", "C", "H", "C", "H", "H", "H", "H", "H", "H", "C", "H", "N", "C", "H", "H", "O", "H", "C", "H", "H", "O", "H", "H", "C", "C", "H", "N", "C", "H", "H", "C", "H", "C", "C", "O", "H", "O", "C", "H", "H", "N", "C", "H", "H", "H", "H", "C", "C", "S", "N", "H", "C", "H", "H", "H", "H", "H", "C", "H", "C", "H", "H", "H", "H", "H", "H"],
  "positions_angstrom": [[-4.389, -4.206, 1.856], [-2.344, -6.814, 2.466], [4.023, 6.712, -0.481], [2.402, 3.745, 1.755], [0.313, -3.246, -0.540], [-2.005, 2.675, -6.357], [-3.560, -4.177, -1.801], [-5.009, -4.396, -0.321], [-0.063, 4.452, 6.905], [-6.479, -5.532, 0.659], [-0.498, 0.827, -2.791], [3.664, -0.175, -1.381], [0.433, 5.332, 7.309], [0.352, 0.150, -0.913], [-2.473, -5.797, 2.838], [0.929, 0.416, -5.956], [-6.801, -3.800, 0.599], [4.500, 6.197, 1.146], [-6.980, -4.781, -0.872], [1.046, 4.856, 1.539], [1.971, 4.358, 5.548], [1.987, 1.682, -6.616], [2.749, 5.315, 0.402], [2.925, -1.099, -0.467], [-2.881, -6.904, 1.519], [0.873, 3.794, -7.547], [0.835, -8.441, 2.815], [0.150, 2.122, -1.747], [0.135, 3.007, -7.709], [1.013, 1.830, 5.363], [0.236, 2.829, 4.132], [2.709, 3.885, 4.701], [-0.742, -5.583, 0.938], [0.288, -7.000, 0.602], [-1.202, 2.095, -5.875], [3.573, 1.148, -1.194], [3.339, -2.093, -0.306], [0.773, 3.848, 5.886], [0.306, 1.110, -2.112], [4.226, -0.597, -2.209], [1.341, 1.822, -4.967], [-0.125, -6.364, 1.387], [-1.024, 4.753, 6.485], [2.463, 4.739, -0.769], [-4.125, -4.196, 0.671], [1.713, 3.780, -0.906], [-1.016, -8.708, 3.620], [-1.397, 1.430, -4.872], [1.125, 1.489, -5.983], [3.586, 1.554, -0.187], [3.136, 7.308, 0.931], [-0.942, -7.141, 2.293], [0.312, 2.651, 5.206], [-0.634, -0.193, -0.606], [-0.244, 3.749, 7.720], [0.862, 0.619, -0.071], [3.467, 1.829, -2.029], [-6.399, -4.642, 0.036], [-4.628, -4.373, -1.717], [1.353, -1.286, -1.397], [-0.023, 2.202, -6.512], [1.227, 1.039, -2.686], [-0.338, -8.158, 2.948], [2.719, -0.595, 0.477], [-2.790, -7.503, 3.181], [2.477, 5.358, 2.472], [-0.816, 3.468, -7.965], [2.975, 5.209, -1.624], [3.652, 6.446, 0.507], [-0.664, 2.373, 5.596], [2.133, 4.791, 1.613], [-5.169, -3.590, -2.252], [2.234, 5.263, 6.120], [-4.845, -5.332, -2.192], [0.461, 2.388, -8.546], [-3.093, -4.018, 0.310], [0.709, -5.908, 1.924]]
}